Record 1
Density functional theory data (the ωB97M-V functional and the def2-TZVPD basis) for a cluster of 2 separate species, C14H16O in total.

Summary:
* 2S+1: 1
* SMILES string: Cc1ccc(O)cc1.Cc1ccccc1
* F_max: 0.0255 Eh/bohr
* electronic energy: -618.29366 hartree

Each line ends with the natural charge from an NBO analysis.
Element x y z (Å)
C (-2.032, 2.200, -0.103)  -0.629
C (-1.306, 1.702, -1.321)  -0.046
C (-1.860, 0.785, -2.176)  -0.190
C (-1.142, 0.272, -3.271)  -0.306
C (0.150, 0.694, -3.451)  0.300
O (0.994, 0.276, -4.457)  -0.671
C (0.662, 1.755, -2.684)  -0.261
C (-0.058, 2.281, -1.653)  -0.174
H (-2.325, 3.247, -0.247)  0.213
H (-1.441, 2.291, 0.813)  0.222
H (-2.932, 1.612, 0.077)  0.214
H (-2.851, 0.425, -1.952)  0.207
H (-1.527, -0.610, -3.770)  0.211
H (0.491, -0.296, -5.047)  0.476
H (1.580, 2.182, -3.045)  0.223
H (0.191, 3.169, -1.083)  0.210
C (2.247, -2.626, 1.363)  -0.631
C (1.295, -1.905, 2.280)  -0.005
C (-0.042, -2.337, 2.365)  -0.211
C (-0.930, -1.681, 3.187)  -0.206
C (-0.532, -0.514, 3.828)  -0.226
C (0.774, -0.080, 3.764)  -0.200
C (1.670, -0.737, 2.903)  -0.221
H (2.500, -3.636, 1.700)  0.218
H (3.184, -2.071, 1.285)  0.215
H (1.803, -2.765, 0.372)  0.219
H (-0.284, -3.223, 1.807)  0.207
H (-1.982, -1.948, 3.158)  0.211
H (-1.239, 0.029, 4.419)  0.208
H (1.124, 0.710, 4.412)  0.211
H (2.605, -0.216, 2.716)  0.210

---

Record 2
Density functional theory data (the ωB97M-V functional and the def2-TZVPD basis) for a cluster of 2 separate species, C14H16O in total.

Summary:
* 2S+1: 1
* SMILES string: Cc1ccc(O)cc1.Cc1ccccc1
* F_max: 0.1076 Eh/bohr
* electronic energy: -618.23605 hartree

Each line ends with the natural charge from an NBO analysis.
Element x y z (Å)
C (0.209, -1.313, 1.617)  -0.621
C (-0.266, -1.786, 0.273)  -0.049
C (0.200, -1.488, -1.008)  -0.203
C (-0.198, -2.234, -2.108)  -0.242
C (-0.972, -3.364, -1.851)  0.274
O (-1.382, -4.020, -2.988)  -0.705
C (-1.373, -3.770, -0.570)  -0.275
C (-1.063, -2.936, 0.470)  -0.177
H (-0.608, -1.644, 2.329)  0.211
H (0.354, -0.198, 1.624)  0.220
H (1.146, -1.831, 1.889)  0.219
H (0.805, -0.595, -1.117)  0.212
H (0.021, -2.011, -3.171)  0.230
H (-2.328, -3.952, -3.078)  0.479
H (-2.009, -4.671, -0.531)  0.222
H (-1.463, -3.127, 1.515)  0.205
C (2.838, 2.338, 0.058)  -0.630
C (1.259, 2.590, 0.425)  0.017
C (0.454, 2.366, -0.631)  -0.254
C (-0.881, 2.444, -0.409)  -0.176
C (-1.419, 2.751, 0.785)  -0.250
C (-0.640, 2.875, 1.861)  -0.186
C (0.748, 2.906, 1.656)  -0.245
H (3.062, 2.771, -0.995)  0.218
H (2.768, 1.228, 0.120)  0.225
H (3.458, 2.773, 0.832)  0.213
H (0.837, 2.458, -1.690)  0.215
H (-1.365, 2.371, -1.465)  0.211
H (-2.478, 2.795, 0.907)  0.214
H (-1.120, 2.983, 2.821)  0.216
H (1.405, 3.293, 2.432)  0.214

---

Record 3
Density functional theory data (the ωB97M-V functional and the def2-TZVPD basis) for a cluster of 2 separate species, C14H16O in total.

Summary:
* 2S+1: 1
* SMILES string: Cc1ccc(O)cc1.Cc1ccccc1
* F_max: 0.1115 Eh/bohr
* electronic energy: -618.19866 hartree

Each line ends with the natural charge from an NBO analysis.
Element x y z (Å)
C (-0.839, 1.472, -1.262)  -0.629
C (0.575, 1.773, -0.775)  -0.036
C (1.341, 2.576, -1.756)  -0.173
C (2.583, 3.118, -1.494)  -0.277
C (3.264, 2.630, -0.345)  0.275
O (4.507, 3.013, 0.039)  -0.694
C (2.657, 1.833, 0.578)  -0.273
C (1.263, 1.387, 0.329)  -0.192
H (-0.833, 1.055, -2.200)  0.213
H (-1.608, 2.327, -1.143)  0.226
H (-1.236, 0.630, -0.527)  0.212
H (0.936, 2.705, -2.797)  0.204
H (3.027, 3.669, -2.378)  0.233
H (4.320, 3.718, 0.751)  0.482
H (2.915, 1.340, 1.490)  0.231
H (0.734, 0.796, 0.934)  0.198
C (-4.198, -1.704, 1.410)  -0.638
C (-3.066, -2.451, 0.898)  -0.051
C (-2.521, -1.970, -0.310)  -0.192
C (-1.221, -2.138, -0.569)  -0.215
C (-0.517, -3.052, 0.199)  -0.226
C (-1.042, -3.766, 1.230)  -0.199
C (-2.314, -3.306, 1.698)  -0.206
H (-4.647, -0.827, 0.797)  0.217
H (-3.963, -1.128, 2.345)  0.225
H (-5.116, -2.303, 1.584)  0.222
H (-3.135, -1.398, -0.939)  0.206
H (-0.591, -1.650, -1.382)  0.223
H (0.464, -3.350, -0.227)  0.209
H (-0.644, -4.653, 1.674)  0.216
H (-2.459, -3.448, 2.721)  0.207

---

Record 4
Density functional theory data (the ωB97M-V functional and the def2-TZVPD basis) for a cluster of 2 separate species, C14H16O2 in total.

Summary:
* 2S+1: 1
* SMILES string: Cc1ccc(O)cc1.Cc1ccc(O)cc1
* F_max: 0.1157 Eh/bohr
* electronic energy: -693.40680 hartree

Each line ends with the natural charge from an NBO analysis.
Element x y z (Å)
C (-0.211, 4.359, 2.247)  -0.630
C (-0.692, 3.598, 1.117)  -0.099
C (-2.065, 3.448, 0.777)  -0.177
C (-2.486, 2.605, -0.284)  -0.295
C (-1.449, 1.785, -0.860)  0.307
O (-1.767, 0.679, -1.695)  -0.708
C (-0.131, 1.889, -0.618)  -0.283
C (0.181, 2.910, 0.314)  -0.147
H (0.358, 3.528, 2.888)  0.211
H (-0.893, 4.756, 2.895)  0.220
H (0.697, 4.984, 2.296)  0.239
H (-2.824, 3.541, 1.600)  0.210
H (-3.558, 2.583, -0.344)  0.227
H (-2.757, 0.446, -1.704)  0.482
H (0.607, 1.204, -1.099)  0.245
H (1.340, 3.116, 0.527)  0.197
C (-1.189, -3.884, 0.043)  -0.633
C (0.091, -3.300, -0.459)  -0.029
C (1.115, -3.348, 0.605)  -0.183
C (2.356, -2.908, 0.333)  -0.255
C (2.567, -2.124, -0.931)  0.282
O (3.950, -1.946, -1.210)  -0.704
C (1.533, -1.930, -1.828)  -0.268
C (0.310, -2.431, -1.558)  -0.208
H (-1.152, -4.206, 1.092)  0.221
H (-1.282, -4.858, -0.505)  0.219
H (-2.107, -3.263, -0.126)  0.218
H (1.003, -3.932, 1.751)  0.212
H (3.213, -2.993, 0.866)  0.217
H (4.121, -0.948, -1.282)  0.477
H (1.573, -1.080, -2.590)  0.217
H (-0.452, -2.280, -2.258)  0.217

---

Record 5
Density functional theory data (the ωB97M-V functional and the def2-TZVPD basis) for a cluster of 2 separate species, C14H16O2 in total.

Summary:
* 2S+1: 1
* SMILES string: Cc1ccc(O)cc1.Cc1ccc(O)cc1
* F_max: 0.0285 Eh/bohr
* electronic energy: -693.52975 hartree

Each line ends with the natural charge from an NBO analysis.
Element x y z (Å)
C (2.954, 3.725, -1.740)  -0.626
C (1.976, 2.612, -2.041)  -0.048
C (1.269, 1.953, -1.042)  -0.180
C (0.395, 0.934, -1.404)  -0.294
C (0.242, 0.550, -2.718)  0.368
O (-0.603, -0.493, -2.953)  -0.703
C (0.904, 1.240, -3.727)  -0.305
C (1.764, 2.267, -3.374)  -0.192
H (3.927, 3.485, -2.139)  0.216
H (3.066, 4.015, -0.696)  0.216
H (2.617, 4.620, -2.275)  0.215
H (1.512, 2.254, -0.037)  0.214
H (-0.129, 0.398, -0.629)  0.216
H (-0.606, -0.848, -3.853)  0.485
H (0.678, 1.032, -4.763)  0.208
H (2.263, 2.799, -4.179)  0.209
C (-3.026, -0.564, 3.581)  -0.625
C (-1.770, -1.198, 2.996)  -0.028
C (-1.182, -0.794, 1.808)  -0.203
C (-0.447, -1.685, 1.033)  -0.289
C (-0.203, -2.969, 1.478)  0.298
O (0.525, -3.858, 0.742)  -0.679
C (-0.796, -3.400, 2.659)  -0.259
C (-1.478, -2.496, 3.448)  -0.191
H (-3.752, -1.348, 3.745)  0.218
H (-3.422, 0.146, 2.856)  0.214
H (-2.820, -0.088, 4.535)  0.216
H (-1.474, 0.210, 1.515)  0.210
H (-0.251, -1.508, -0.014)  0.212
H (0.425, -3.691, -0.203)  0.480
H (-0.690, -4.419, 3.008)  0.221
H (-1.869, -2.881, 4.385)  0.206

---

Record 6
Density functional theory data (the ωB97M-V functional and the def2-TZVPD basis) for a cluster of 2 separate species, C14H16O2 in total.

Summary:
* 2S+1: 1
* SMILES string: Cc1ccc(O)cc1.Cc1ccc(O)cc1
* F_max: 0.0696 Eh/bohr
* electronic energy: -693.49894 hartree

Each line ends with the natural charge from an NBO analysis.
Element x y z (Å)
C (1.387, 2.524, 1.480)  -0.648
C (1.972, 1.457, 0.632)  -0.034
C (1.184, 0.544, -0.112)  -0.189
C (1.697, -0.471, -0.860)  -0.252
C (3.094, -0.593, -0.951)  0.278
O (3.548, -1.359, -2.010)  -0.695
C (3.899, 0.284, -0.277)  -0.276
C (3.342, 1.185, 0.629)  -0.196
H (0.368, 2.818, 1.240)  0.234
H (1.988, 3.424, 1.241)  0.218
H (1.727, 2.482, 2.518)  0.227
H (0.120, 0.817, -0.206)  0.213
H (1.067, -1.082, -1.489)  0.221
H (4.273, -1.927, -1.754)  0.478
H (4.966, 0.258, -0.467)  0.215
H (3.900, 1.698, 1.404)  0.204
C (-1.934, -2.207, -2.006)  -0.629
C (-2.382, -1.426, -0.821)  -0.062
C (-3.014, -0.206, -1.009)  -0.189
C (-3.102, 0.732, -0.028)  -0.249
C (-2.789, 0.294, 1.294)  0.293
O (-2.909, 1.417, 2.113)  -0.707
C (-2.106, -0.856, 1.557)  -0.296
C (-1.961, -1.747, 0.478)  -0.177
H (-2.036, -3.293, -1.891)  0.217
H (-0.814, -2.243, -2.010)  0.220
H (-2.380, -1.923, -2.942)  0.223
H (-3.457, 0.116, -1.956)  0.209
H (-3.558, 1.716, -0.028)  0.232
H (-2.891, 1.300, 3.060)  0.483
H (-1.628, -0.990, 2.520)  0.223
H (-1.571, -2.744, 0.650)  0.211

---

Record 7
Density functional theory data (the ωB97M-V functional and the def2-TZVPD basis) for a cluster of 2 separate species, C14H16O4 in total.

Summary:
* 2S+1: 1
* F_max: 0.0347 Eh/bohr
* electronic energy: -843.93805 hartree

Each line ends with the natural charge from an NBO analysis.
Element x y z (Å)
C (2.935, 0.478, -2.045)  -0.261
O (1.607, 0.860, -1.635)  -0.442
C (0.697, -0.039, -1.393)  0.450
C (-0.656, 0.273, -1.719)  -0.214
C (-1.611, -0.770, -1.724)  -0.130
C (-2.935, -0.487, -2.027)  -0.175
C (-3.324, 0.830, -2.317)  -0.156
C (-2.370, 1.865, -2.347)  -0.226
C (-1.040, 1.600, -2.060)  -0.117
H (3.457, 1.424, -2.201)  0.219
H (3.423, -0.118, -1.263)  0.223
H (2.889, -0.096, -2.980)  0.194
H (1.007, -1.071, -1.177)  0.238
H (-1.252, -1.766, -1.470)  0.252
H (-3.673, -1.291, -2.037)  0.222
H (-4.374, 1.056, -2.518)  0.226
H (-2.675, 2.884, -2.597)  0.229
H (-0.269, 2.372, -2.084)  0.236
C (2.573, -0.544, 1.247)  -0.637
C (1.195, -0.361, 1.701)  -0.369
C (0.182, -1.344, 1.528)  0.498
O (0.286, -2.301, 0.744)  -0.722
C (-1.106, -1.144, 2.347)  -0.523
C (-0.861, -0.353, 3.601)  -0.060
O (-0.108, 0.873, 3.353)  -0.517
C (0.955, 0.846, 2.505)  0.753
O (1.685, 1.827, 2.422)  -0.638
H (2.968, 0.425, 0.916)  0.220
H (3.222, -0.874, 2.084)  0.213
H (2.622, -1.300, 0.457)  0.201
H (-1.849, -0.641, 1.704)  0.212
H (-1.491, -2.137, 2.606)  0.232
H (-1.796, -0.004, 4.052)  0.194
H (-0.313, -0.972, 4.329)  0.178